Below is C4H7NO as an isolated structure at a distorted geometry, with properties calculated with ωB97M-V with the def2-TZVPD basis set.

Last column: natural (NBO) charge in e.
Element x y z (Å)
C: 2.31 0.22 0.20  -0.430
N: 1.09 -0.43 -0.09  -0.500
C: -0.08 -0.13 0.22  0.576
C: -1.20 -0.83 -0.41  -0.531
C: -1.98 0.46 -0.03  -0.067
O: -0.79 0.98 0.67  -0.505
H: 2.19 1.16 0.74  0.181
H: 2.86 0.39 -0.74  0.202
H: 2.89 -0.49 0.79  0.205
H: -1.59 -1.74 0.05  0.227
H: -0.61 -1.06 -1.31  0.264
H: -2.32 1.17 -0.78  0.192
H: -2.79 0.30 0.70  0.187

Output
Total energy in Eh: -286.528015
Energy relative to the best compared isomer or geometry (same formula, charge and spin) in kcal per mole: 65.0
Kohn-Sham gap in eV: 10.43
LUMO level in eV: 1.0

---

Below is one molecule with the formula C4H7NO at a distorted geometry, with properties calculated with ωB97M-V with the def2-TZVPD basis set.

Last column: natural (NBO) charge in e.
Element x y z (Å)
O: -1.84 -0.94 -0.65  -0.526
C: -1.05 -0.74 -1.55  0.410
C: 0.17 0.04 -1.29  -0.535
C: -0.03 0.54 0.38  -0.032
C: 0.30 -0.18 1.68  -0.245
N: 1.21 0.77 1.07  -0.622
H: -1.28 -1.14 -2.53  0.119
H: 0.38 0.67 -2.21  0.236
H: 1.06 -0.56 -1.15  0.248
H: -0.84 1.26 0.42  0.194
H: 0.63 -1.22 1.67  0.197
H: -0.22 0.11 2.61  0.198
H: 1.30 1.67 1.52  0.359

Output
Total energy in Eh: -286.508345
Energy relative to the best compared isomer or geometry (same formula, charge and spin) in kcal per mole: 77.4
Kohn-Sham gap in eV: 10.44
SMILES: O=CC[C@H]1CN1
LUMO level in eV: 1.1

---

Below is a 3-piece molecular cluster, C4H7NO overall at a distorted geometry, with properties calculated with ωB97M-V with the def2-TZVPD basis set.

Last column: natural (NBO) charge in e.
Element x y z (Å)
O: 1.81 -0.05 0.95  -0.697
C: 1.40 0.61 -0.16  -0.012
C: -0.24 -1.09 -0.46  -0.318
C: -1.47 -0.54 -0.05  -0.351
C: -1.64 0.85 -0.36  0.238
N: -1.72 1.98 -0.58  -0.330
H: 1.64 0.40 1.86  0.505
H: 2.17 0.69 -0.98  0.168
H: 0.96 1.61 0.03  0.171
H: -0.16 -2.17 -0.29  0.204
H: 0.06 -0.80 -1.42  0.213
H: -0.53 -0.38 1.97  -0.054
H: -2.36 -1.15 -0.36  0.262

Output
Total energy in Eh: -286.302531
Energy relative to the best compared isomer or geometry (same formula, charge and spin) in kcal per mole: 206.5
Kohn-Sham gap (spin up / spin down) in eV: 8.08 / 7.29
LUMO level (spin up / spin down) in eV: -0.9 / -0.7

---

Below is a 2-piece molecular cluster, C4H7NO overall at a distorted geometry, with properties calculated with ωB97M-V with the def2-TZVPD basis set.

Last column: natural (NBO) charge in e.
Element x y z (Å)
C: -1.43 -0.08 -0.92  0.867
C: 2.94 0.78 0.33  -0.394
C: 3.39 -0.36 -0.13  -0.364
C: -3.46 -0.18 0.41  -0.426
N: -2.45 -0.60 -0.46  -0.541
O: -0.44 0.39 -1.49  -0.536
H: 1.91 1.00 0.02  0.208
H: 3.59 1.44 0.77  0.192
H: 4.44 -0.69 -0.10  0.176
H: 2.84 -1.17 -0.43  0.182
H: -3.57 -0.92 1.28  0.209
H: -4.48 -0.46 0.02  0.218
H: -3.28 0.84 0.71  0.210

Output
Total energy in Eh: -286.531838
Energy relative to the best compared isomer or geometry (same formula, charge and spin) in kcal per mole: 62.6
Kohn-Sham gap in eV: 10.56
SMILES: CN=C=O.C=C
LUMO level in eV: 0.6

---

Below is a 2-piece molecular cluster, C4H7NO overall at a distorted geometry, with properties calculated with ωB97M-V with the def2-TZVPD basis set.

Last column: natural (NBO) charge in e.
Element x y z (Å)
C: 0.56 0.02 0.17  0.081
C: 1.94 -0.22 -0.06  0.469
C: -0.16 1.30 0.42  -0.685
C: -2.14 -1.34 -0.15  -0.521
N: 1.53 -0.63 1.09  -0.392
O: 2.99 -0.19 -0.82  -0.624
H: -0.90 1.16 1.20  0.227
H: -0.65 1.64 -0.49  0.224
H: 0.54 2.07 0.75  0.210
H: -2.62 -0.40 -0.32  0.162
H: -2.04 -1.72 0.84  0.172
H: -1.85 -1.94 -0.98  0.169
H: 2.83 0.26 -1.66  0.508

Output
Total energy in Eh: -286.397535
Energy relative to the best compared isomer or geometry (same formula, charge and spin) in kcal per mole: 146.9
Kohn-Sham gap (spin up / spin down) in eV: 8.73 / 7.97
LUMO level (spin up / spin down) in eV: 0.2 / 0.4

---

Below is one molecule with the formula C4H7NO at a distorted geometry, with properties calculated with ωB97M-V with the def2-TZVPD basis set.

Last column: natural (NBO) charge in e.
Element x y z (Å)
C: -1.68 -0.10 -0.28  -0.611
C: -0.35 -0.13 0.46  -0.164
N: 0.69 -1.00 -0.06  -0.641
C: 1.64 0.13 -0.29  -0.383
C: 0.56 1.09 0.28  0.603
O: 0.44 2.26 0.53  -0.506
H: -2.20 -1.05 -0.17  0.217
H: -1.55 0.10 -1.35  0.214
H: -2.31 0.69 0.14  0.222
H: -0.47 -0.34 1.52  0.205
H: 1.03 -1.80 0.44  0.372
H: 1.51 -0.05 -1.32  0.253
H: 2.69 0.22 0.09  0.218

Output
Total energy in Eh: -286.539301
Energy relative to the best compared isomer or geometry (same formula, charge and spin) in kcal per mole: 57.9
Kohn-Sham gap in eV: 9.99
SMILES: C[C@H]1NCC1=O
LUMO level in eV: 0.9

---

Below is one molecule with the formula C4H7NO, with properties calculated with ωB97M-V with the def2-TZVPD basis set.

Last column: natural (NBO) charge in e.
Element x y z (Å)
O: 1.00 2.72 -0.81  -0.504
C: 0.25 1.87 -0.38  0.421
C: 0.76 0.46 -0.19  -0.333
N: -0.18 -0.62 0.14  -0.221
C: -1.48 -0.35 0.21  -0.363
C: 0.40 -1.79 0.33  -0.377
H: -0.78 2.14 -0.09  0.128
H: 1.51 0.48 0.60  0.244
H: 1.29 0.15 -1.10  0.245
H: -2.15 -1.17 0.41  0.192
H: -1.87 0.63 0.13  0.185
H: -0.22 -2.64 0.59  0.193
H: 1.46 -1.89 0.15  0.191

Output
Total energy in Eh: -286.494733
Energy relative to the best compared isomer or geometry (same formula, charge and spin) in kcal per mole: 85.9
Kohn-Sham gap in eV: 7.94
LUMO level in eV: 0.9

---

Below is a 2-piece molecular cluster, C4H7NO overall at a distorted geometry, with properties calculated with ωB97M-V with the def2-TZVPD basis set.

Last column: natural (NBO) charge in e.
Element x y z (Å)
C: 1.49 -0.74 -0.11  -0.618
C: 0.19 0.00 -0.05  -0.022
C: -0.20 1.40 0.13  -0.102
N: -0.28 0.85 -1.16  -0.565
C: -1.12 -0.59 0.50  0.292
O: -2.03 -0.79 -0.31  -0.588
H: 1.34 -1.68 -0.66  0.225
H: 2.25 -0.15 -0.65  0.235
H: 1.88 -0.98 0.88  0.217
H: -1.31 0.89 0.92  0.120
H: 0.12 2.39 0.42  0.237
H: -1.24 0.49 -1.39  0.396
H: -1.11 -1.10 1.47  0.173

Output
Total energy in Eh: -286.460880
Energy relative to the best compared isomer or geometry (same formula, charge and spin) in kcal per mole: 107.2
Kohn-Sham gap in eV: 10.49
LUMO level in eV: 0.7

---

Below is one molecule with the formula C4H7NO2, with properties calculated with ωB97M-V with the def2-TZVPD basis set.

Last column: natural (NBO) charge in e.
Element x y z (Å)
C: 1.43 -1.29 0.38  -0.700
C: 0.04 -0.92 -0.09  0.571
N: -0.53 -1.23 -1.17  -0.686
O: -0.58 -0.13 0.84  -0.517
C: -1.39 0.92 0.30  -0.177
C: -0.39 1.99 -0.10  0.410
O: -0.16 2.31 -1.24  -0.490
H: 1.42 -2.22 0.95  0.239
H: 2.09 -1.40 -0.48  0.229
H: 1.81 -0.49 1.03  0.234
H: 0.08 -1.81 -1.74  0.351
H: -1.98 0.59 -0.55  0.227
H: -2.02 1.26 1.12  0.204
H: 0.20 2.41 0.74  0.107

Output
Total energy in Eh: -361.817025
Energy relative to the best compared isomer or geometry (same formula, charge and spin) in kcal per mole: 40.1
Kohn-Sham gap in eV: 10.58
SMILES: [H]/N=C(\C)OCC=O
LUMO level in eV: 0.8

---

Below is a 2-piece molecular cluster, C4H7NO2 overall at a distorted geometry, with properties calculated with ωB97M-V with the def2-TZVPD basis set.

Last column: natural (NBO) charge in e.
Element x y z (Å)
C: 1.78 0.82 -1.35  -0.489
C: 0.89 1.70 -0.96  0.089
C: 0.15 2.64 -0.46  -0.499
C: -0.72 -1.44 -0.13  -0.294
N: -1.17 -1.61 1.10  0.391
O: -2.24 -1.25 1.59  -0.498
O: -0.48 -2.39 2.00  -0.561
H: 1.77 -0.23 -1.29  0.215
H: 2.64 1.11 -1.85  0.214
H: 0.34 3.02 0.62  0.236
H: -0.79 3.08 -0.98  0.234
H: -0.94 -2.58 2.81  0.505
H: -1.34 -0.81 -0.85  0.249
H: 0.11 -2.04 -0.25  0.208

Output
Total energy in Eh: -361.621006
Energy relative to the best compared isomer or geometry (same formula, charge and spin) in kcal per mole: 163.1
Kohn-Sham gap in eV: 9.96
SMILES: C=[N+]([O-])O.C=C=C
LUMO level in eV: 0.8

---

Below is a 3-piece molecular cluster, C4H7NO2 overall at a distorted geometry, with properties calculated with ωB97M-V with the def2-TZVPD basis set.

Last column: natural (NBO) charge in e.
Element x y z (Å)
C: -2.43 -0.23 -0.32  -0.734
C: -1.49 0.75 -0.86  0.332
N: -0.75 1.52 -1.30  -0.386
O: 0.11 -0.80 1.36  -0.567
C: 1.21 -1.28 1.22  0.305
C: 1.95 1.14 -0.46  0.297
O: 2.72 0.21 -0.29  -0.542
H: -2.02 -0.63 0.61  0.287
H: -3.40 0.25 -0.14  0.251
H: -2.56 -1.05 -1.03  0.252
H: 1.21 1.43 0.30  0.129
H: 2.03 -1.06 1.92  0.123
H: 1.46 -1.97 0.40  0.120
H: 1.94 1.71 -1.40  0.131

Output
Total energy in Eh: -361.783587
Energy relative to the best compared isomer or geometry (same formula, charge and spin) in kcal per mole: 61.0
Kohn-Sham gap in eV: 10.91
SMILES: CC#N.C=O.C=O
LUMO level in eV: 0.8

---

Below is a 2-piece molecular cluster, C4H7NO2 overall at a distorted geometry, with properties calculated with ωB97M-V with the def2-TZVPD basis set.

Last column: natural (NBO) charge in e.
Element x y z (Å)
C: -0.24 0.18 0.37  0.241
C: -0.55 -1.01 -0.33  -0.391
C: -1.25 -1.80 0.56  -0.046
C: -0.75 0.17 1.65  -0.183
H: 2.29 1.80 -3.02  0.472
H: 3.08 2.13 -1.78  0.483
H: 0.77 1.00 -1.06  0.496
H: -0.42 -1.05 -1.37  0.215
H: -1.72 -2.78 0.47  0.213
H: -1.75 -1.45 2.58  0.405
H: -0.85 0.92 2.46  0.225
N: -1.38 -1.07 1.67  -0.494
O: 2.24 1.75 -2.06  -0.944
O: 0.54 1.22 -0.14  -0.691

Output
Total energy in Eh: -361.822195
Energy relative to the best compared isomer or geometry (same formula, charge and spin) in kcal per mole: 36.8
Kohn-Sham gap in eV: 8.24
SMILES: Oc1cc[nH]c1.O
LUMO level in eV: 0.6